Formula: C8H12N4
Source: the Open Molecules 2025 dataset
Level of theory: ωB97M-V/def2-TZVPD

Summary:
- F_max: 4.89 eV/A
- SMILES: Cc1c[nH]cn1.Cc1c[nH]cn1
- Energy relative to the best compared isomer or geometry (same formula, charge and spin): 35.5 kcal/mol
- Lowest unoccupied orbital energy: 0.0316 hartree
- E_tot: -531.02812 hartree
- E_HOMO: -8.4 eV
- Gap between HOMO and LUMO: 9.270 eV

Geometry (Å):
N  2.8951  -0.0954  -1.5140
C  3.8530  -0.2934  -2.4055
C  2.0196  -0.3576  -3.4931
C  1.6692  -0.2184  -2.1410
N  3.4019  -0.3552  -3.6522
C  0.3871  -0.0608  -1.4737
H  4.8127  -0.4617  -1.9171
H  1.3544  -0.4179  -4.3544
H  3.9331  -0.5029  -4.5139
H  -0.1408  -0.9403  -1.8792
H  -0.1576  0.8483  -1.7795
H  0.3787  -0.1223  -0.3725
N  -3.0139  0.9989  2.9812
C  -3.8248  0.0683  2.5528
C  -1.8304  -0.6621  1.8495
C  -1.7410  0.5156  2.5337
N  -3.2230  -0.8632  1.7592
C  -0.5395  1.3217  2.9694
H  -4.8528  0.0992  2.9139
H  -1.0799  -1.3307  1.4277
H  -3.6538  -1.6157  1.2164
H  -0.1923  0.8074  3.8812
H  -0.7064  2.3857  3.2075
H  0.2514  1.2525  2.2036

Forces on atoms 1 to 3 (eV/Å):
-0.1594 -0.9485 0.4532
0.4040 0.7099 3.2590
-2.0011 0.0945 -0.4034

=====

Formula: C8H12N4
Source: the Open Molecules 2025 dataset
Level of theory: ωB97M-V/def2-TZVPD

Summary:
- F_max: 4.54 eV/A
- SMILES: C/N=C/C=C\N=[N+]1\C=CC=[N+]1C
- Energy relative to the best compared isomer or geometry (same formula, charge and spin): 160.5 kcal/mol
- Charge: +2
- Lowest unoccupied orbital energy (alpha / beta): -0.3885 / -0.3911 hartree
- E_tot: -530.19923 hartree
- E_HOMO (alpha / beta): -17.7 / -17.2 eV
- Gap between HOMO and LUMO (alpha / beta): 7.162 / 6.522 eV

Geometry (Å):
C  1.9913  0.9221  -1.6466
C  -0.9663  -1.8955  2.5111
C  1.1800  0.4877  -2.7181
C  -0.9714  -0.5585  3.0265
C  1.4823  0.6020  -0.3789
C  -0.3202  -1.8122  1.3031
C  -0.9459  -0.5100  -3.3358
C  -0.2356  1.6843  2.3748
N  -0.0600  0.2111  -2.6289
N  -0.4374  0.2461  2.1644
N  0.4973  -0.2269  -0.1311
N  -0.0925  -0.4855  1.0477
H  2.8447  1.7110  -1.8583
H  -1.5308  -2.7921  2.7853
H  1.6366  0.2804  -3.6611
H  -1.4400  -0.1114  3.8966
H  1.9958  1.0829  0.3561
H  -0.3353  -2.5498  0.5271
H  -1.3427  -0.0662  -4.4339
H  -0.5172  -1.5472  -3.5336
H  -1.8117  -0.6055  -2.6762
H  0.0579  2.0261  1.3379
H  -1.1903  2.0827  2.5931
H  0.5114  1.8243  3.0788

Forces on atoms 1 to 3 (eV/Å):
0.1152 1.4637 -0.4563
0.0026 0.2316 -0.1776
-0.5113 -0.4107 0.0209

=====

Formula: C8H12N4O
Source: the Open Molecules 2025 dataset
Level of theory: ωB97M-V/def2-TZVPD

Summary:
- F_max: 3.38 eV/A
- Energy relative to the best compared isomer or geometry (same formula, charge and spin): 146.3 kcal/mol
- Lowest unoccupied orbital energy (alpha / beta): -0.0031 / -0.0032 hartree
- E_tot: -606.05022 hartree
- E_HOMO (alpha / beta): -8.0 / -8.0 eV
- Gap between HOMO and LUMO (alpha / beta): 7.915 / 7.916 eV

Geometry (Å):
C  2.1398  2.2382  -0.1765
C  1.1206  -2.1236  -0.0141
C  2.5438  -2.4322  -0.0769
C  0.7799  -0.8939  -0.0370
C  -1.3894  1.6817  0.1126
C  -1.8349  -0.0389  -1.5566
C  -2.4768  -0.4471  0.8141
C  -1.9363  0.5071  -0.1919
N  1.8602  2.1440  1.0803
N  1.8865  1.0399  -0.8441
N  1.3391  0.9516  1.2449
N  1.3709  0.2448  0.0385
O  3.0096  -3.5238  0.2303
H  2.5790  3.1017  -0.6070
H  0.3502  -2.9568  0.1103
H  3.2573  -1.6853  -0.5875
H  -1.5972  2.1566  1.0988
H  -1.0575  2.5010  -0.4514
H  1.2833  0.4388  2.1042
H  -2.4746  0.4926  -2.2822
H  -0.7667  -0.1177  -1.9024
H  -2.1351  -1.1216  -1.5798
H  -1.6856  -0.6036  1.5345
H  -3.3790  -0.1168  1.4429
H  -2.7870  -1.4366  0.4961

Forces on atoms 1 to 3 (eV/Å):
-0.6018 -2.1752 0.2400
-0.3752 -2.8778 0.3585
2.2165 -2.0752 -0.7272

=====

Formula: C8H12N4O
Source: the Open Molecules 2025 dataset
Level of theory: ωB97M-V/def2-TZVPD

Summary:
- F_max: 3.37 eV/A
- SMILES: CCCNc1cncc(C(N)=O)n1
- Energy relative to the best compared isomer or geometry (same formula, charge and spin): 0.0 kcal/mol
- Lowest unoccupied orbital energy: 0.0043 hartree
- E_tot: -606.28342 hartree
- E_HOMO: -8.7 eV
- Gap between HOMO and LUMO: 8.809 eV

Geometry (Å):
C  2.7223  -1.5224  0.6341
C  2.5415  -0.0478  0.4064
C  1.6811  0.3433  -0.7617
C  -0.3850  1.4072  -0.1354
C  -1.1947  2.6003  0.2341
C  -3.0200  1.2536  0.2721
C  -2.2612  0.1223  0.0475
C  -2.7929  -1.3199  -0.1144
H  2.9522  -1.7509  1.6936
H  3.5087  -1.9279  0.0086
H  1.7700  -2.0505  0.4086
H  2.1087  0.2631  1.3949
H  3.6398  0.3153  0.3981
H  1.0400  -0.4566  -1.1137
H  2.3986  0.4489  -1.5361
H  1.2729  2.3188  -0.8384
H  -0.7767  3.6084  0.2833
H  -4.0630  1.1353  0.3183
H  -0.8818  -1.8219  -0.3100
H  -2.1055  -3.1494  -0.7758
N  0.9114  1.4830  -0.4053
N  -2.4854  2.4883  0.2938
N  -0.9357  0.2441  -0.2669
N  -1.7965  -2.2542  -0.3706
O  -3.8487  -1.7306  0.2349

Forces on atoms 1 to 3 (eV/Å):
-0.7552 -1.3830 0.1147
1.7702 -0.3968 2.8342
0.6373 -1.2442 0.7097